[1]
ORCA calculation (ωB97M-V with the def2-TZVPD basis set) on a 11-piece molecular cluster, C47H101O24P overall in a non-equilibrium geometry.

```
! RIJCOSX wB97M-V def2-TZVPD def2/J DEFGRID3
* xyz 0 1
C -17.63 -17.58 -9.09
C -16.28 -17.55 -9.33
C -15.61 -16.34 -9.33
C -16.31 -15.14 -9.27
C -17.69 -15.19 -9.08
C -18.37 -16.38 -9.01
O -19.73 -16.47 -8.99
O -14.25 -16.34 -9.50
H -18.17 -18.52 -9.00
H -15.72 -18.46 -9.52
H -15.84 -14.16 -9.26
H -18.33 -14.32 -8.99
H -20.14 -15.63 -9.22
H -13.96 -15.44 -9.69
C -17.96 -13.83 -5.35
C -17.05 -12.92 -4.75
C -17.00 -11.65 -5.32
C -17.75 -11.30 -6.40
C -18.67 -12.18 -6.94
C -18.74 -13.47 -6.43
O -19.69 -14.28 -6.99
O -16.03 -10.76 -4.89
H -18.15 -14.71 -4.74
H -16.59 -13.13 -3.79
H -17.73 -10.30 -6.83
H -19.37 -11.89 -7.72
H -19.90 -15.03 -6.41
H -15.65 -11.13 -4.08
C -21.42 -11.94 -7.16
O -22.75 -11.84 -6.68
P -23.86 -11.10 -7.55
O -23.71 -9.64 -7.72
O -23.90 -11.99 -8.89
C -24.94 -11.85 -9.85
O -25.24 -11.50 -6.85
C -25.45 -10.92 -5.54
H -21.19 -11.71 -8.20
H -20.99 -12.92 -6.91
H -20.79 -11.31 -6.52
H -24.53 -11.48 -10.79
H -25.77 -11.25 -9.50
H -25.28 -12.88 -10.02
H -24.50 -10.85 -5.00
H -26.11 -11.58 -4.98
H -25.91 -9.94 -5.65
C -19.52 -11.97 -11.02
O -18.86 -11.42 -12.16
C -19.51 -10.30 -12.72
C -19.87 -9.14 -11.80
O -20.73 -9.43 -10.71
C -21.16 -8.27 -10.06
H -19.00 -12.90 -10.76
H -20.53 -12.27 -11.31
H -19.48 -11.24 -10.21
H -20.41 -10.62 -13.27
H -18.89 -9.94 -13.54
H -20.31 -8.32 -12.38
H -18.91 -8.76 -11.45
H -21.73 -7.59 -10.71
H -20.41 -7.59 -9.65
H -21.85 -8.61 -9.28
C -14.20 -11.94 -7.96
O -14.43 -12.33 -9.30
C -14.87 -11.26 -10.16
C -15.37 -11.89 -11.39
O -14.33 -12.65 -12.03
C -14.39 -12.48 -13.43
H -13.82 -10.92 -7.87
H -13.53 -12.69 -7.54
H -15.13 -11.95 -7.38
H -13.97 -10.65 -10.27
H -15.62 -10.62 -9.69
H -15.85 -11.16 -12.05
H -16.20 -12.60 -11.25
H -14.19 -11.43 -13.66
H -15.34 -12.80 -13.86
H -13.62 -13.06 -13.94
C -14.95 -14.89 -1.64
O -14.16 -14.56 -0.53
C -14.35 -15.41 0.58
C -13.45 -15.07 1.75
O -13.67 -13.76 2.19
C -12.86 -13.42 3.28
H -14.71 -15.91 -1.98
H -14.79 -14.12 -2.39
H -16.01 -14.96 -1.35
H -14.19 -16.45 0.29
H -15.41 -15.35 0.86
H -12.43 -15.14 1.34
H -13.52 -15.84 2.53
H -11.81 -13.71 3.17
H -13.12 -13.80 4.27
H -12.88 -12.34 3.39
C -22.61 -11.83 -2.48
O -22.96 -13.02 -3.15
C -21.83 -13.61 -3.78
C -20.66 -14.10 -2.96
O -21.16 -14.84 -1.86
C -20.10 -15.58 -1.28
H -23.56 -11.33 -2.30
H -21.97 -11.18 -3.09
H -22.16 -11.93 -1.49
H -21.42 -12.91 -4.52
H -22.32 -14.37 -4.40
H -20.09 -13.23 -2.59
H -19.98 -14.71 -3.57
H -20.58 -16.36 -0.68
H -19.43 -15.04 -0.62
H -19.57 -16.10 -2.08
C -18.30 -7.49 -7.68
O -19.40 -6.60 -7.58
C -20.37 -6.94 -6.61
C -19.95 -6.69 -5.17
O -18.90 -7.52 -4.74
C -19.24 -8.87 -4.51
H -18.61 -8.40 -8.22
H -17.85 -7.89 -6.77
H -17.60 -6.96 -8.32
H -20.75 -7.95 -6.81
H -21.24 -6.30 -6.82
H -20.77 -6.71 -4.44
H -19.59 -5.66 -5.09
H -18.41 -9.44 -4.10
H -19.55 -9.41 -5.41
H -20.06 -8.89 -3.79
C -17.67 -17.47 -3.63
O -18.89 -17.04 -4.20
C -18.93 -17.47 -5.56
C -20.36 -17.62 -6.07
O -21.03 -16.39 -6.03
C -22.36 -16.45 -6.55
H -17.44 -16.96 -2.69
H -16.82 -17.17 -4.25
H -17.70 -18.55 -3.53
H -18.36 -18.38 -5.78
H -18.45 -16.68 -6.15
H -20.89 -18.27 -5.37
H -20.29 -18.21 -6.99
H -22.80 -15.46 -6.41
H -22.96 -17.12 -5.93
H -22.30 -16.58 -7.63
C -17.55 -12.19 -1.18
O -17.33 -11.19 -2.14
C -16.48 -10.14 -1.76
C -15.05 -10.50 -1.45
O -14.46 -11.20 -2.53
C -13.19 -11.73 -2.25
H -18.18 -13.04 -1.46
H -18.13 -11.71 -0.37
H -16.63 -12.58 -0.74
H -16.95 -9.63 -0.90
H -16.53 -9.43 -2.59
H -14.93 -11.19 -0.60
H -14.52 -9.59 -1.15
H -12.40 -11.02 -1.98
H -12.82 -12.25 -3.13
H -13.29 -12.46 -1.44
C -15.21 -20.43 -4.26
O -15.28 -19.12 -4.82
C -14.32 -18.78 -5.78
C -14.64 -17.41 -6.35
O -14.47 -16.44 -5.34
C -14.39 -15.13 -5.81
H -15.65 -21.04 -5.06
H -15.76 -20.44 -3.33
H -14.20 -20.77 -4.04
H -14.43 -19.48 -6.63
H -13.29 -18.85 -5.42
H -15.70 -17.49 -6.61
H -14.02 -17.23 -7.24
H -15.27 -14.70 -6.30
H -13.55 -15.03 -6.52
H -14.11 -14.50 -4.95
*
```

Results
SMILES string: COP(=O)(OC)OC.Oc1ccc(O)cc1.Oc1ccc(O)cc1.COCCOC.COCCOC.COCCOC.COCCOC.COCCOC.COCCOC.COCCOC.COCCOC

Löwdin population analysis, charges in e, atoms 1 to 8: -0.016, -0.034, -0.333, 0.013, -0.023, -0.328, 0.033, 0.030


[2]
ORCA calculation (ωB97M-V with the def2-TZVPD basis set) on C47H114Br3Cl4O28P7 as an isolated structure in a non-equilibrium geometry.

```
! RIJCOSX wB97M-V def2-TZVPD def2/J DEFGRID3
* xyz 0 1
C 1.79 -0.67 -8.91
C 1.31 0.52 -8.15
O -0.07 0.73 -8.36
P -0.71 1.94 -7.60
O -0.08 3.26 -7.74
O -2.18 1.90 -8.10
C -3.06 0.79 -8.24
C -3.92 0.49 -6.97
O -0.72 1.38 -6.08
C -0.97 2.28 -5.00
C 0.24 3.07 -4.56
H 2.74 -1.00 -8.50
H 1.19 -1.58 -8.94
H 2.00 -0.37 -9.94
H 1.42 0.35 -7.08
H 1.91 1.41 -8.42
H -3.75 0.99 -9.04
H -2.43 -0.04 -8.48
H -3.28 0.02 -6.23
H -4.28 1.44 -6.59
H -4.77 -0.14 -7.25
H -1.78 2.96 -5.28
H -1.23 1.62 -4.20
H 0.57 3.64 -5.45
H -0.10 3.81 -3.80
H 1.04 2.45 -4.18
C -0.27 -4.00 2.43
C 0.12 -2.86 1.51
O 0.45 -1.72 2.28
P -0.13 -0.30 1.87
O 0.58 0.71 2.72
O 0.13 -0.08 0.31
C 1.35 0.46 -0.15
C 0.91 1.19 -1.42
O -1.72 -0.45 2.02
C -2.55 0.74 1.76
C -3.90 0.16 1.31
H -1.18 -3.78 2.99
H -0.39 -5.00 2.04
H 0.48 -3.99 3.24
H 1.02 -3.17 0.94
H -0.57 -2.54 0.72
H 1.73 1.19 0.55
H 1.97 -0.33 -0.38
H 1.82 1.50 -2.00
H 0.41 0.42 -2.03
H 0.27 2.07 -1.24
H -2.53 1.36 2.65
H -2.11 1.32 0.96
H -3.89 -0.46 0.43
H -4.34 -0.45 2.11
H -4.53 1.02 1.06
C 4.45 -7.68 -4.47
C 2.94 -7.60 -4.04
O 2.80 -7.77 -2.61
P 1.39 -7.31 -2.03
O 0.22 -7.97 -2.64
O 1.66 -7.60 -0.51
C 0.73 -7.29 0.57
C -0.22 -8.50 0.77
O 1.29 -5.72 -2.07
C 0.31 -5.05 -2.96
C -0.85 -4.49 -2.13
H 4.96 -8.03 -3.58
H 4.61 -8.34 -5.34
H 4.92 -6.76 -4.73
H 2.58 -6.61 -4.35
H 2.41 -8.35 -4.62
H 1.33 -7.12 1.47
H 0.18 -6.40 0.29
H -0.54 -8.74 -0.23
H 0.31 -9.34 1.24
H -1.14 -8.25 1.31
H 0.85 -4.23 -3.41
H 0.01 -5.71 -3.74
H -1.48 -3.85 -2.74
H -1.45 -5.30 -1.66
H -0.42 -3.92 -1.26
C 3.34 3.78 3.04
C 2.13 3.59 3.95
O 2.54 3.61 5.35
P 1.73 4.47 6.39
O 0.29 4.37 6.42
O 2.37 4.04 7.81
C 1.77 2.90 8.50
C 2.38 1.53 7.94
O 2.24 5.94 6.12
C 1.93 6.94 7.07
C 0.80 7.91 6.57
H 3.77 4.77 3.10
H 4.08 3.01 3.31
H 3.13 3.49 2.01
H 1.49 4.42 3.78
H 1.50 2.73 3.74
H 2.03 3.00 9.56
H 0.71 2.93 8.32
H 1.98 1.40 6.95
H 3.45 1.41 8.01
H 1.98 0.71 8.55
H 1.68 6.40 7.99
H 2.86 7.52 7.28
H 0.59 8.73 7.24
H 1.14 8.35 5.63
H -0.15 7.41 6.42
C 5.66 -4.13 -8.06
C 4.89 -4.28 -6.75
O 4.40 -3.00 -6.39
P 3.34 -2.93 -5.18
O 2.41 -4.06 -4.97
O 4.29 -2.74 -3.88
C 5.16 -1.62 -3.78
C 5.26 -1.14 -2.39
O 2.68 -1.47 -5.41
C 1.56 -1.02 -4.63
C 0.31 -1.59 -5.25
H 6.05 -5.03 -8.54
H 4.93 -3.74 -8.79
H 6.43 -3.38 -8.01
H 4.05 -4.97 -6.93
H 5.58 -4.56 -5.97
H 6.14 -1.90 -4.16
H 4.70 -0.86 -4.41
H 4.39 -0.63 -2.04
H 5.52 -1.93 -1.71
H 6.09 -0.45 -2.36
H 1.72 -1.33 -3.61
H 1.63 0.09 -4.65
H 0.24 -1.33 -6.30
H 0.17 -2.68 -5.22
H -0.51 -1.09 -4.72
C -8.09 0.13 5.32
C -8.17 0.65 3.89
O -7.55 -0.34 3.07
P -7.94 -0.24 1.54
O -7.58 0.99 0.80
O -7.23 -1.57 1.00
C -6.82 -1.75 -0.35
C -7.85 -2.58 -1.12
O -9.54 -0.40 1.54
C -10.31 -1.59 1.60
C -11.80 -1.18 1.76
H -7.03 -0.03 5.53
H -8.38 0.88 6.06
H -8.59 -0.82 5.40
H -9.17 0.88 3.63
H -7.55 1.57 3.83
H -6.82 -0.75 -0.80
H -5.82 -2.20 -0.35
H -7.46 -2.74 -2.12
H -7.85 -3.58 -0.69
H -8.90 -2.26 -1.16
H -10.21 -2.15 0.67
H -9.98 -2.19 2.44
H -12.11 -0.38 1.08
H -12.42 -2.01 1.50
H -12.05 -0.82 2.74
C -0.15 9.10 0.47
C 1.11 8.93 1.32
O 2.13 8.32 0.50
P 2.77 6.88 0.81
O 3.86 6.56 -0.09
O 3.23 6.98 2.33
C 4.57 7.34 2.68
C 4.56 7.50 4.19
O 1.51 5.89 0.82
C 0.94 5.39 -0.38
C -0.33 4.69 0.02
H -0.35 8.18 -0.04
H -0.97 9.51 1.06
H 0.13 9.77 -0.35
H 1.42 9.90 1.65
H 0.93 8.34 2.21
H 5.23 6.58 2.35
H 4.76 8.26 2.19
H 3.99 6.67 4.63
H 5.58 7.60 4.49
H 4.00 8.32 4.57
H 0.84 6.27 -1.04
H 1.67 4.75 -0.88
H -0.95 4.39 -0.83
H -0.14 3.79 0.61
H -0.95 5.30 0.69
Cl 3.17 -4.90 4.79
C 2.46 -6.38 5.54
C 1.79 -7.27 4.53
Cl 2.95 -8.11 3.49
H 1.70 -6.01 6.27
H 3.28 -6.89 6.02
H 0.99 -6.80 3.95
H 1.27 -8.04 5.10
Cl 5.94 0.30 3.67
C 4.66 -0.76 4.42
C 3.48 -1.04 3.51
Cl 3.90 -2.06 2.13
H 4.36 -0.18 5.29
H 5.16 -1.68 4.72
H 3.14 -0.03 3.21
H 2.63 -1.48 4.02
C -3.60 2.04 6.36
Br -4.68 2.51 4.89
Br -3.89 3.15 7.80
Br -1.77 1.98 5.79
H -3.87 1.04 6.69
*
```

Löwdin population analysis, charges in e, atoms 1 to 8: -0.064, -0.277, -0.162, 0.371, -0.213, -0.155, -0.227, -0.050


Number 1: gap between HOMO and LUMO 8.43 eV, E_HOMO -0.288 Eh, E_LUMO 0.60 eV. Number 2: gap between HOMO and LUMO 10.07 eV, E_HOMO -0.364 Eh, E_LUMO 0.17 eV.